This record from the OMol25 dataset describes a 2-piece molecular cluster, C8H6O overall. The level of theory is ωB97M-V/def2-TZVPD.

Each line ends with the Mulliken charge.
Atoms and positions in Å:
C: -2.253 -0.893 5.763  -0.5211
C: -1.728 -0.640 4.707  -0.2322
C: -1.125 -0.344 3.494  0.2931
C: -0.606 -0.092 2.454  0.3575
C: 0.004 0.203 1.229  -0.6296
C: 0.528 0.461 0.178  -0.1569
H: -2.723 -1.137 6.677  0.4730
H: 0.999 0.683 -0.748  0.4315
C: 1.933 0.312 -3.670  -0.5976
C: 1.258 0.722 -4.953  0.1188
O: 0.765 -0.052 -5.740  -0.4546
H: 1.427 0.788 -2.829  -0.0040
H: 2.968 0.656 -3.669  0.3111
H: 1.904 -0.775 -3.561  0.3065
H: 1.240 1.820 -5.152  0.3043

HOMO energy = -9.58 eV
LUMO level = 0.294 eV
SMILES string = C#CC#CC#C.CC=O
relative energy (zero: lowest compared OMol25 entry of this formula, charge and spin) = 451.56 kJ/mol
total energy = -10434.6086 eV